## w
Formula: H16O8
Source: OMol25
Level of theory: ωB97M-V/def2-TZVPD

The geometry in ORCA input format:
```
! RIJCOSX wB97M-V def2-TZVPD def2/J DEFGRID3
* xyz -1 2
O -15.822 -9.371 0.033
H -15.943 -10.130 -0.537
H -14.966 -9.510 0.438
O -9.478 -11.063 -0.856
H -10.116 -11.267 -0.172
H -9.894 -10.374 -1.374
O -10.217 -10.517 3.961
H -9.509 -10.645 4.592
H -9.814 -10.687 3.110
O -12.531 -12.837 4.079
H -11.753 -12.290 3.967
H -13.240 -12.215 4.246
O -11.785 -10.256 1.422
H -11.787 -10.193 2.377
H -12.269 -9.483 1.130
O -12.806 -8.100 -0.258
H -12.278 -7.882 -1.026
H -13.707 -8.104 -0.580
O -10.471 -7.642 4.818
H -9.650 -7.160 4.716
H -10.342 -8.444 4.312
O -10.691 -13.050 1.341
H -11.286 -13.800 1.337
H -11.268 -12.286 1.341
*
```

Output
**E_LUMO (alpha / beta)**: 2.9 / 2.9 eV
**<S²>**: 0.75
**Gap between HOMO and LUMO (alpha / beta)**: 2.516 / 10.831 eV
**E_HOMO (alpha / beta)**: 0.414 / -7.951 eV

---

## x
Formula: H16O8
Source: OMol25
Level of theory: ωB97M-V/def2-TZVPD

The geometry in ORCA input format:
```
! RIJCOSX wB97M-V def2-TZVPD def2/J DEFGRID3
* xyz -1 2
O -0.146 1.001 -3.562
H 0.465 0.430 -4.028
H -0.897 0.439 -3.367
O -1.677 2.012 0.396
H -2.162 2.820 0.226
H -2.237 1.518 0.994
O 1.657 -1.646 -2.937
H 2.516 -1.252 -3.090
H 1.498 -2.182 -3.714
O -2.973 0.015 1.935
H -3.635 -0.673 1.992
H -2.141 -0.456 1.884
O 0.587 1.247 2.801
H 0.334 0.988 1.915
H -0.231 1.530 3.211
O 3.499 -0.604 0.100
H 3.762 -0.492 1.013
H 2.597 -0.286 0.068
O 0.442 0.236 -0.147
H 0.280 0.016 -1.065
H -0.276 0.824 0.089
O -0.359 -1.588 2.063
H 0.015 -1.535 1.184
H -0.920 -2.363 2.039
*
```

Output
**E_LUMO (alpha / beta)**: 2.9 / 3.3 eV
**<S²>**: 0.75
**Gap between HOMO and LUMO (alpha / beta)**: 2.312 / 11.199 eV
**E_HOMO (alpha / beta)**: 0.605 / -7.932 eV

---

What should be chosen as the most stable of them? Choose w.

---

## w
Formula: C21H27N5O4
Source: OMol25
Level of theory: ωB97M-V/def2-TZVPD

The geometry in ORCA input format:
```
! RIJCOSX wB97M-V def2-TZVPD def2/J DEFGRID3
* xyz 0 1
C 1.846 2.591 5.065
O 0.746 1.851 4.605
C -0.441 2.606 4.558
C -1.542 1.761 3.926
O -1.378 1.753 2.519
C -1.331 0.569 1.899
O -1.505 -0.503 2.464
C -1.056 0.678 0.489
C -0.956 -0.451 -0.336
N -1.204 -1.718 0.009
N -0.623 -0.086 -1.612
C -0.462 -0.966 -2.740
C 0.906 -1.678 -2.756
C 0.797 -3.200 -2.653
N 0.406 -3.655 -1.321
C -0.230 -4.968 -1.359
C -0.639 -5.381 0.057
O 0.473 -5.431 0.915
C 1.109 -4.176 0.974
C 1.550 -3.708 -0.414
C -0.497 1.279 -1.653
N -0.193 1.992 -2.696
C -0.139 3.331 -2.456
C 0.178 4.200 -3.513
C 0.241 5.551 -3.301
C -0.008 6.083 -2.027
C -0.318 5.263 -0.977
C -0.394 3.868 -1.158
N -0.709 3.093 -0.095
C -0.765 1.806 -0.333
H 1.675 2.967 6.082
H 2.698 1.914 5.068
H 2.057 3.443 4.407
H -0.742 2.905 5.575
H -0.296 3.512 3.951
H -1.490 0.734 4.303
H -2.521 2.195 4.152
H -1.369 -1.817 1.007
H -0.755 -2.477 -0.513
H -1.271 -1.701 -2.724
H -0.570 -0.337 -3.625
H 1.426 -1.442 -3.684
H 1.517 -1.291 -1.939
H 1.757 -3.652 -2.948
H 0.041 -3.543 -3.365
H -1.118 -4.915 -1.992
H 0.454 -5.728 -1.769
H -1.067 -6.385 0.049
H -1.385 -4.671 0.446
H 1.979 -4.304 1.620
H 0.434 -3.433 1.423
H 1.993 -2.714 -0.333
H 2.314 -4.404 -0.799
H 0.365 3.769 -4.485
H 0.484 6.217 -4.115
H 0.047 7.153 -1.882
H -0.515 5.652 0.010
*
```

Output
**E_LUMO**: 0.4 eV
**SMILES string**: COCCOC(=O)c1c(N)n(CCCN2CCOCC2)c2nc3ccccc3nc12
**Gap between HOMO and LUMO**: 7.985 eV
**E_HOMO**: -7.594 eV

---

## x
Formula: C21H27N5O4
Source: OMol25
Level of theory: ωB97M-V/def2-TZVPD

The geometry in ORCA input format:
```
! RIJCOSX wB97M-V def2-TZVPD def2/J DEFGRID3
* xyz 0 1
O 0.436 -6.511 0.664
N 1.196 -7.019 -0.059
O 0.907 -6.705 -1.404
C 2.017 -6.030 -2.074
C 3.271 -5.980 -1.226
C 4.226 -6.965 -1.284
C 5.329 -6.893 -0.479
C 5.518 -5.863 0.409
C 4.571 -4.891 0.437
C 3.455 -4.932 -0.371
C 2.599 -3.725 -0.115
O 1.580 -3.359 -0.645
N 3.267 -2.993 0.913
C 4.459 -3.647 1.295
O 5.227 -3.291 2.154
H 2.176 -6.587 -2.999
H 1.643 -5.036 -2.308
H 4.070 -7.778 -1.981
H 6.097 -7.655 -0.523
H 6.375 -5.809 1.067
H 2.592 -2.874 1.663
C -1.563 -2.516 -0.304
C -2.413 -1.938 0.822
C -3.656 -1.199 0.315
C -3.273 -0.068 -0.542
N -2.961 0.818 -1.209
H -1.171 -1.733 -0.954
H -0.710 -3.055 0.101
H -2.144 -3.211 -0.915
H -1.801 -1.258 1.419
H -2.730 -2.747 1.483
H -4.238 -0.816 1.154
H -4.294 -1.873 -0.258
C -3.020 4.213 -0.394
C -3.867 4.784 0.737
C -5.118 5.516 0.240
C -4.744 6.652 -0.614
N -4.439 7.542 -1.279
H -2.634 5.002 -1.044
H -2.160 3.678 0.010
H -3.598 3.522 -1.008
H -3.254 5.463 1.333
H -4.175 3.970 1.396
H -5.698 5.892 1.084
H -5.755 4.840 -0.332
C 1.301 5.553 -0.651
C 0.399 6.638 -0.074
C 0.527 6.758 1.450
C 0.150 5.484 2.104
N -0.136 4.498 2.617
H 1.039 4.567 -0.265
H 1.202 5.514 -1.736
H 2.350 5.747 -0.414
H -0.637 6.421 -0.339
H 0.654 7.593 -0.537
H -0.123 7.549 1.822
H 1.553 7.002 1.730
*
```

Output
**E_LUMO**: -0.7 eV
**SMILES string**: O=NOCc1cccc2c1C(=O)NC2=O.CCCC#N.CCCC#N.CCCC#N
**Gap between HOMO and LUMO**: 9.586 eV
**E_HOMO**: -10.291 eV

---

What should be chosen as the most stable of them? Choose w.

---

## w
Formula: C3H2N2OS2
Source: OMol25
Level of theory: ωB97M-V/def2-TZVPD

The geometry in ORCA input format:
```
! RIJCOSX wB97M-V def2-TZVPD def2/J DEFGRID3
* xyz 0 1
S -1.378 -0.733 2.175
N -0.878 0.472 1.150
S -1.363 1.994 1.243
C -0.149 0.069 0.020
C 0.659 0.814 -0.888
N 1.363 0.054 -1.680
O 0.926 -1.261 -1.329
C 0.099 -1.201 -0.176
H 0.768 1.854 -0.818
H -0.047 -2.061 0.303
*
```

Output
**E_LUMO**: -2.4 eV
**SMILES string**: S=[N+]([S-])c1cnoc1
**Gap between HOMO and LUMO**: 6.821 eV
**E_HOMO**: -9.255 eV

---

## x
Formula: C3H2N2OS2
Source: OMol25
Level of theory: ωB97M-V/def2-TZVPD

The geometry in ORCA input format:
```
! RIJCOSX wB97M-V def2-TZVPD def2/J DEFGRID3
* xyz 0 1
N -2.620 1.745 -0.356
C -2.076 0.732 -0.163
C -1.361 -0.508 0.079
S -2.199 -1.932 -0.142
N -0.059 -0.511 0.476
O 0.668 0.688 0.260
C 1.990 0.541 -0.086
S 2.749 -0.924 -0.274
H 0.485 -1.349 0.436
H 2.422 1.518 -0.230
*
```

Output
**E_LUMO**: -1.4 eV
**SMILES string**: N#CC(=S)NOC=S
**Gap between HOMO and LUMO**: 8.292 eV
**E_HOMO**: -9.647 eV

---

What should be chosen as the most stable of them? Choose x.

---

## w
Formula: C7H15F2N2O3P
Source: OMol25
Level of theory: ωB97M-V/def2-TZVPD

The geometry in ORCA input format:
```
! RIJCOSX wB97M-V def2-TZVPD def2/J DEFGRID3
* xyz 0 1
C 3.394 0.610 -0.151
C 0.041 2.301 -0.957
C 1.122 0.596 -2.440
C -0.750 -2.002 -1.108
C -0.096 -2.455 1.137
C 0.938 1.499 2.371
C 2.611 -0.670 0.422
N 0.458 0.874 -1.177
N -0.188 -1.422 0.107
O 4.417 0.597 -0.734
O 2.550 1.488 0.103
O 0.293 0.501 1.549
F 2.659 -2.391 -0.136
F 2.764 -0.794 1.729
P 0.824 -0.090 0.141
H -0.275 2.784 -1.788
H -0.789 2.448 -0.303
H 0.810 2.914 -0.504
H 0.647 1.117 -3.176
H 2.181 1.047 -2.321
H 1.316 -0.507 -2.636
H -1.025 -1.356 -1.941
H 0.155 -2.679 -1.453
H -1.669 -2.526 -0.903
H 0.256 -1.779 1.906
H -1.208 -2.780 1.357
H 0.503 -3.290 0.927
H 1.602 1.060 3.116
H 0.261 2.073 3.005
H 1.540 2.072 1.722
*
```

Output
**E_LUMO**: 0.4 eV
**Gap between HOMO and LUMO**: 9.847 eV
**E_HOMO**: -9.438 eV

---

## x
Formula: C7H15F2N2O3P
Source: OMol25
Level of theory: ωB97M-V/def2-TZVPD

The geometry in ORCA input format:
```
! RIJCOSX wB97M-V def2-TZVPD def2/J DEFGRID3
* xyz 0 1
C -3.393 -0.679 -0.049
C -0.015 -2.675 -0.176
C 0.355 -1.234 -2.083
C 1.403 1.070 0.684
C -0.095 2.324 -0.918
C -1.714 0.526 2.364
C -2.536 0.556 -0.487
N 0.268 -1.307 -0.606
N 0.119 1.221 0.117
O -4.593 -0.649 0.259
O -2.518 -1.617 0.013
O -0.766 -0.383 1.702
F -2.557 0.847 -1.811
F -2.766 1.718 0.114
P -0.828 -0.193 0.110
H 0.164 -2.580 0.897
H -0.912 -3.149 -0.610
H 0.798 -3.204 -0.485
H 1.067 -0.548 -2.289
H 0.724 -2.251 -2.348
H -0.585 -1.066 -2.518
H 1.816 0.089 0.842
H 2.064 1.608 -0.026
H 1.291 1.603 1.647
H -1.024 2.327 -1.570
H -0.032 3.210 -0.401
H 0.831 2.488 -1.626
H -1.396 0.425 3.494
H -2.783 0.064 2.305
H -1.537 1.630 2.078
*
```

Output
**E_LUMO**: 0.6 eV
**Gap between HOMO and LUMO**: 10.044 eV
**E_HOMO**: -9.443 eV

---

What should be chosen as the most stable of them? Choose x.

---

## w
Formula: C4H7IO2S
Source: OMol25
Level of theory: ωB97M-V/def2-TZVPD

The geometry in ORCA input format:
```
! RIJCOSX wB97M-V def2-TZVPD def2/J DEFGRID3
* xyz 0 1
C -1.897 -0.442 -0.886
C -0.261 -1.428 0.654
C -0.928 -0.236 0.004
C -0.460 1.082 0.470
O 2.754 1.422 0.693
O 2.668 1.166 -1.735
S 3.271 0.768 -0.456
I 1.737 -1.945 -0.093
H -2.212 0.423 -1.374
H -2.289 -1.337 -1.141
H -0.193 -1.531 1.750
H -0.908 -2.226 0.444
H -0.482 1.787 -0.461
H 0.487 1.014 1.045
H -1.286 1.483 1.085
*
```

Output
**E_LUMO**: -0.7 eV
**Gap between HOMO and LUMO**: 8.840 eV
**E_HOMO**: -9.569 eV

---

## x
Formula: C4H7IO2S
Source: OMol25
Level of theory: ωB97M-V/def2-TZVPD

The geometry in ORCA input format:
```
! RIJCOSX wB97M-V def2-TZVPD def2/J DEFGRID3
* xyz 0 1
C 0.346 -2.200 1.114
S 1.004 -1.664 -0.275
O 2.430 -1.659 -0.380
O 0.122 -1.488 -1.407
H 0.966 -2.175 1.942
H -0.666 -1.795 1.180
C 0.924 1.217 -0.082
C -0.326 1.235 0.129
C -1.503 1.117 -0.843
I -1.014 1.385 2.140
H 1.216 1.198 -1.096
H 1.672 1.331 0.690
H -2.198 2.076 -0.723
H -1.900 0.173 -0.505
H -1.073 1.247 -1.884
*
```

Output
**E_LUMO**: -0.2 eV
**SMILES string**: C=S(=O)=O.C=C(C)I
**Gap between HOMO and LUMO**: 9.401 eV
**E_HOMO**: -9.565 eV

---

What should be chosen as the most stable of them? Choose w.

---

## w
Formula: C7H21NO4
Source: OMol25
Level of theory: ωB97M-V/def2-TZVPD

The geometry in ORCA input format:
```
! RIJCOSX wB97M-V def2-TZVPD def2/J DEFGRID3
* xyz 0 1
C 1.149 2.401 -1.742
C 1.417 1.125 -1.546
C 0.843 0.348 -0.394
C 1.544 0.129 0.703
C -0.587 -0.132 -0.570
C -0.796 -1.688 -0.753
C -0.790 -1.930 -2.267
N -2.034 -2.003 -0.064
H 0.436 2.970 -1.148
H 1.631 3.114 -2.406
H 2.038 0.512 -2.186
H 1.307 -0.549 1.505
H 2.468 0.651 0.926
H -1.111 0.296 -1.418
H -1.043 0.249 0.337
H 0.057 -2.114 -0.240
H -1.367 -2.841 -2.475
H 0.197 -1.781 -2.685
H -1.558 -1.298 -2.735
H -2.120 -2.892 0.403
H -2.903 -1.781 -0.529
O -2.480 2.354 1.227
H -2.203 1.443 1.407
H -1.634 2.806 1.110
O -1.544 -0.089 2.627
H -1.659 -0.327 3.552
H -2.068 -0.687 2.076
O 3.374 -1.875 0.990
H 2.765 -2.578 0.742
H 3.780 -1.620 0.153
O 0.924 2.980 1.833
H 0.397 2.300 2.266
H 1.571 2.508 1.300
*
```

Output
**E_LUMO**: 0.4 eV
**SMILES string**: C=CC(=C)C[C@H](C)N.O.O.O.O
**Gap between HOMO and LUMO**: 9.408 eV
**E_HOMO**: -9.044 eV

---

## x
Formula: C7H21NO4
Source: OMol25
Level of theory: ωB97M-V/def2-TZVPD

The geometry in ORCA input format:
```
! RIJCOSX wB97M-V def2-TZVPD def2/J DEFGRID3
* xyz 0 1
C 1.443 1.316 1.697
C 0.740 0.253 1.236
C -0.324 0.505 0.394
C -1.610 -0.066 1.031
C -2.578 1.065 1.630
C -0.185 1.239 -0.688
C 1.080 1.738 -1.450
N -1.367 1.483 -1.358
H 2.410 1.101 2.288
H 1.079 2.327 1.612
H 0.945 -0.812 1.593
H -1.317 -0.889 1.883
H -2.229 -0.695 0.336
H -3.642 0.662 1.857
H -2.019 1.255 2.618
H -2.465 1.862 0.965
H 1.175 1.277 -2.415
H 1.883 1.415 -0.880
H 1.155 2.743 -1.367
H -1.195 1.799 -2.339
H -2.225 1.741 -0.923
O -1.016 -1.902 -1.797
H -1.931 -1.357 -2.007
H -0.343 -1.150 -1.875
O -0.214 -2.767 0.585
H -0.330 -3.792 0.503
H -0.811 -2.361 -0.176
O 1.779 -2.226 -1.124
H 1.397 -2.267 -1.970
H 0.991 -2.632 -0.558
O 3.189 0.077 0.282
H 2.595 -0.542 -0.086
H 3.937 -0.401 0.501
*
```

Output
**E_LUMO**: 0.3 eV
**SMILES string**: C=C/C(CC)=C(\C)N.O.O.O.O
**Gap between HOMO and LUMO**: 7.736 eV
**E_HOMO**: -7.432 eV

---

What should be chosen as the most stable of them? Choose w.